No. 1
{"formula": "CH2ClI", "method": "ωB97M-V/def2-TZVPD", "elements": ["I", "Cl", "C", "H", "H"], "xyz": [[2.75792, -2.51242, -0.19079], [-0.49004, -0.34936, 2.02845], [-0.02355, -0.21815, 0.45661], [-0.48774, -0.84927, -0.28584], [0.73513, 0.48957, 0.18481]], "lowdin_charge": [-0.018, 0.606, -0.582, -0.001, -0.006], "homo_ev": [-10.0, -8.6], "e_lumo_ev": [-0.52, -3.04]}

---

No. 2
{"formula": "CH2ClN2O4S", "method": "ωB97M-V/def2-TZVPD", "elements": ["Cl", "S", "O", "O", "O", "O", "N", "N", "C", "H", "H"], "xyz": [[-1.11689, -2.41649, 0.25395], [-1.41483, 0.17245, -0.32077], [-2.04202, 0.62881, 1.16737], [-0.72881, 1.35145, -0.77432], [-2.49061, -0.15953, -1.19868], [3.39348, -0.48096, 0.90701], [-0.35143, -0.95454, -0.08522], [2.08023, 0.49867, -0.80348], [2.71927, -0.12079, 0.02756], [-1.21549, 0.72716, 1.64731], [1.16711, 0.75375, -0.82074]], "lowdin_charge": [0.446, 0.337, -0.226, -0.362, -0.350, 0.111, -0.752, 0.196, -0.406, 0.043, -0.038], "homo_ev": -4.8, "total_charge": -1, "e_lumo_ev": 3.48}

---

No. 3
{"formula": "CH2ClNO", "method": "ωB97M-V/def2-TZVPD", "elements": ["Cl", "O", "N", "C", "H", "H"], "xyz": [[1.92138, 0.64692, 0.13108], [0.05865, -1.09392, 0.33329], [0.58521, -0.29887, -0.65106], [-0.62441, 0.09506, -0.01227], [-0.45705, 0.76608, 0.78716], [-1.48379, -0.11527, -0.58819]], "lowdin_charge": [0.539, -0.125, -0.385, -0.213, 0.076, 0.108], "homo_ev": -10.5, "smiles": "ClN1CO1", "e_lumo_ev": 0.49}

---

No. 4
{"formula": "CH2ClNO", "method": "ωB97M-V/def2-TZVPD", "elements": ["Cl", "O", "N", "C", "H", "H"], "xyz": [[-2.73025, -0.25306, -0.07565], [-0.23068, -0.23770, -0.11099], [-1.24156, 0.68245, 0.03441], [1.05472, -0.09952, -0.09258], [1.62819, 0.92046, -0.04765], [1.51958, -1.01263, 0.29245]], "lowdin_charge": [0.480, -0.287, -0.371, -0.019, 0.118, 0.079], "homo_ev": [-9.3, -8.5], "e_lumo_ev": [-0.14, -0.52]}

---

No. 5
{"formula": "CH2ClNO2", "method": "ωB97M-V/def2-TZVPD", "elements": ["Cl", "O", "O", "N", "C", "H", "H"], "xyz": [[-0.14563, -0.08493, -2.23427], [-1.49874, 1.95435, -0.93904], [-0.05366, 2.26032, 0.57014], [-0.58602, 1.56020, -0.25231], [-0.03927, 0.15470, -0.55762], [-0.87619, -0.86825, 0.10152], [0.85732, -0.04325, 0.06765]], "lowdin_charge": [0.675, 0.022, 0.071, -0.485, -0.579, 0.214, 0.081], "homo_ev": -11.1, "e_lumo_ev": -0.39}

---

No. 6
{"formula": "CH2ClNO2", "method": "ωB97M-V/def2-TZVPD", "elements": ["Cl", "O", "O", "N", "C", "H", "H"], "xyz": [[0.69413, 2.00005, 1.04141], [-0.02346, -1.33651, -2.61198], [-0.16190, -0.17001, -0.26799], [0.86708, -1.44862, -1.94200], [-0.23774, 0.41111, 0.90288], [-1.27700, 0.72033, 1.12153], [0.13888, -0.17634, 1.75615]], "lowdin_charge": [0.446, 0.081, -0.137, 0.136, -0.705, 0.094, 0.084], "homo_ev": [-10.4, -8.7], "e_lumo_ev": [-0.48, -2.18]}

---

No. 7
{"formula": "CH2ClO2S", "method": "ωB97M-V/def2-TZVPD", "elements": ["Cl", "S", "O", "O", "C", "H", "H"], "xyz": [[-1.46198, -1.66978, -1.97798], [-0.75488, -1.08171, 0.10103], [-1.93584, -0.62480, 0.85625], [-0.27085, -2.38936, 0.56688], [1.78240, 2.33930, 0.07239], [0.63479, 2.29754, 0.45619], [2.00636, 1.12881, -0.07475]], "lowdin_charge": [-0.159, 0.346, -0.580, -0.596, 0.023, -0.023, -0.011], "homo_ev": [-4.6, -4.6], "total_charge": -1, "s_squared": 2.005, "spin_multiplicity": 3, "e_lumo_ev": [3.88, 1.32]}

---

No. 8
{"formula": "CH2ClP", "method": "ωB97M-V/def2-TZVPD", "elements": ["Cl", "P", "C", "H", "H"], "xyz": [[0.00357, -0.90625, 2.76125], [-1.59734, 0.31203, -2.10312], [-0.14586, 0.44010, -1.70521], [0.70887, 0.51886, -1.19743], [1.03077, -0.36474, 2.24451]], "lowdin_charge": [0.262, 0.690, -0.548, -0.136, -0.268], "homo_ev": -10.4, "smiles": "C#P.Cl", "e_lumo_ev": 0.55}

---

No. 9
{"formula": "CH2F2INOS", "method": "ωB97M-V/def2-TZVPD", "elements": ["I", "S", "F", "F", "O", "N", "C", "H", "H"], "xyz": [[-3.24382, -0.29941, 0.48936], [2.26762, 1.89865, -0.26029], [0.52506, -2.32813, 1.28827], [-0.60175, -2.33936, -0.53901], [0.31737, -0.42141, 0.17337], [1.27994, 2.49310, -1.31956], [0.11763, -1.58991, 0.31410], [-2.33199, -0.68046, 1.73091], [1.66993, 3.26692, -1.87715]], "lowdin_charge": [0.490, 0.604, 0.207, 0.114, 0.075, -0.493, -0.616, -0.344, -0.036], "homo_ev": [-8.5, -8.5], "smiles": "O=C(F)F.N=S.I", "e_lumo_ev": [-1.06, -1.05]}

---

No. 10
{"formula": "CH2F2N2", "method": "ωB97M-V/def2-TZVPD", "elements": ["F", "F", "N", "N", "C", "H", "H"], "xyz": [[-2.79341, -1.07641, -0.07911], [-2.73124, 1.07313, -0.13845], [-2.13710, 0.00557, 0.39948], [-0.08998, -1.02592, -0.07083], [-0.80444, 0.01675, 0.02182], [-0.55008, 1.01283, 0.20413], [0.86934, -0.99429, -0.30238]], "lowdin_charge": [0.035, 0.028, -0.134, 0.151, -0.229, 0.108, 0.040], "homo_ev": -10.4, "smiles": "[H]/N=C/N(F)F", "e_lumo_ev": 0.61}

---

No. 11
{"formula": "CH2F2N2O", "method": "ωB97M-V/def2-TZVPD", "elements": ["F", "F", "O", "N", "N", "C", "H", "H"], "xyz": [[1.58598, 2.12912, -3.12750], [-1.28534, -2.11390, 2.85747], [0.20478, 0.22536, -2.04979], [-0.10572, -0.27191, 0.20303], [-1.17221, -0.80210, 2.65164], [-0.11325, 0.06893, -0.93061], [-0.17153, -0.72920, 3.05789], [1.05727, 1.49369, -2.66212]], "lowdin_charge": [-0.107, -0.141, 0.189, 0.276, 0.059, -0.358, 0.071, 0.011], "homo_ev": [-11.7, -10.8], "e_lumo_ev": [-0.49, -4.48]}

---

No. 12
{"formula": "CH2F2N2O", "method": "ωB97M-V/def2-TZVPD", "elements": ["F", "F", "O", "N", "N", "C", "H", "H"], "xyz": [[3.55690, -0.15993, 0.01589], [2.22895, 1.51000, 0.27194], [1.61304, -1.84917, 0.20888], [2.33944, 0.33717, -0.51013], [0.05156, -0.25428, 0.02294], [1.32222, -0.74984, -0.08138], [-0.51762, -0.72428, 0.61408], [-0.23811, 0.63594, -0.22145]], "lowdin_charge": [-0.026, -0.029, 0.147, 0.037, 0.204, -0.488, 0.073, 0.082], "homo_ev": -11.0, "smiles": "NC(=O)N(F)F", "e_lumo_ev": 0.76}

---

No. 13
{"formula": "CH2F2O2", "method": "ωB97M-V/def2-TZVPD", "elements": ["F", "F", "O", "O", "C", "H", "H"], "xyz": [[-3.88113, 1.09253, 0.32064], [-2.67189, -0.06296, -0.87306], [-0.05596, 0.17564, 0.00282], [-3.98039, -1.10299, 0.57313], [-3.56165, -0.16402, 0.05572], [-0.55982, 0.68009, -0.71596], [-0.41678, -0.62540, -0.06905]], "lowdin_charge": [0.171, 0.186, -0.024, 0.252, -0.604, 0.078, -0.059], "homo_ev": -11.8, "smiles": "O=C(F)F.O", "e_lumo_ev": 0.50}

---

No. 14
{"formula": "CH2F3N3", "method": "ωB97M-V/def2-TZVPD", "elements": ["F", "F", "F", "N", "N", "N", "C", "H", "H"], "xyz": [[-0.80567, -1.10140, 2.13806], [-0.99939, -1.89591, 0.21578], [0.39342, 1.64411, 1.79411], [0.19124, 0.28321, -1.50473], [0.49930, 1.55700, 0.44407], [-0.05587, -1.41703, 1.07477], [0.22247, 0.50609, -0.18820], [0.68321, 0.94035, -2.06883], [-0.12871, -0.51643, -1.90503]], "lowdin_charge": [-0.032, -0.076, -0.065, 0.130, 0.024, 0.050, -0.193, 0.106, 0.055], "homo_ev": [-9.2, -10.0], "e_lumo_ev": [-0.66, -0.91]}

---

No. 15
{"formula": "CH2F3NO3RuS", "method": "ωB97M-V/def2-TZVPD", "elements": ["Ru", "S", "F", "F", "F", "O", "O", "O", "N", "C", "H", "H"], "xyz": [[2.27419, 0.56081, -1.05370], [-0.31421, 0.99819, 0.28671], [-1.28641, -1.37036, -0.39892], [-2.56555, -0.23039, 0.91044], [-2.43212, 0.28792, -1.18093], [0.32360, 1.10167, -1.09394], [2.16886, -1.20985, -0.26257], [-1.03123, 2.21891, 0.69891], [0.59101, 0.30744, 1.29295], [-1.73924, -0.14410, -0.13036], [1.08475, -0.82081, 0.87202], [2.92636, -1.69944, 0.05937]], "lowdin_charge": [1.287, 0.501, 0.120, 0.141, 0.143, -0.602, -0.514, -0.288, -0.252, -0.691, 0.141, 0.014], "homo_ev": [-7.9, -10.4], "s_squared": 12.010, "spin_multiplicity": 7, "e_lumo_ev": [0.10, -3.72]}

---

No. 16
{"formula": "CH2F3NOS", "method": "ωB97M-V/def2-TZVPD", "elements": ["S", "F", "F", "F", "O", "N", "C", "H", "H"], "xyz": [[0.28040, -0.54347, 0.30225], [-1.06894, 1.77512, 0.69411], [-0.25196, -1.41142, -1.03898], [-1.79824, 0.37051, -0.96763], [-0.16844, -1.47748, 1.29895], [1.73654, -0.21695, 0.21661], [-0.71771, 0.94924, -0.28102], [-0.14212, 1.52850, -1.01112], [2.13046, -0.97406, 0.78684]], "lowdin_charge": [0.775, 0.094, -0.250, 0.011, -0.290, -0.170, -0.367, 0.152, 0.044], "homo_ev": -11.4, "smiles": "N=[S@](=O)(F)C(F)F", "e_lumo_ev": 0.36}

---

No. 17
{"formula": "CH2F3P", "method": "ωB97M-V/def2-TZVPD", "elements": ["P", "F", "F", "F", "C", "H", "H"], "xyz": [[0.17279, -0.44143, -0.00028], [0.11058, -1.11357, 1.31248], [1.36300, -0.94821, -0.70566], [-1.26181, -2.04890, -1.07793], [0.10882, 1.22136, 0.21053], [-0.68827, 1.44182, 0.91367], [0.19488, 1.88894, -0.65280]], "lowdin_charge": [0.714, -0.052, -0.046, -0.526, -0.132, 0.015, 0.026], "homo_ev": -10.4, "e_lumo_ev": -1.60}

---

No. 18
{"formula": "CH2F3P", "method": "ωB97M-V/def2-TZVPD", "elements": ["P", "F", "F", "F", "C", "H", "H"], "xyz": [[0.21314, 0.41548, -0.07050], [1.66358, 0.61808, 0.76600], [-0.33650, 1.84562, 0.17070], [0.60847, 0.96919, -1.54355], [-0.72749, -0.90755, 0.39741], [-0.10660, -1.74055, 0.75386], [-1.31461, -1.20026, -0.47392]], "lowdin_charge": [0.691, -0.191, -0.123, -0.170, -0.210, 0.006, -0.003], "homo_ev": -9.9, "smiles": "C=P(F)(F)F", "e_lumo_ev": 0.48}

---

No. 19
{"formula": "CH2FLiMgO", "method": "ωB97M-V/def2-TZVPD", "elements": ["Mg", "F", "O", "C", "Li", "H", "H"], "xyz": [[-0.95658, -0.49316, -1.82440], [0.86810, -0.37457, 0.99790], [0.40769, 0.70342, -1.13618], [-0.45774, 0.04393, 0.50858], [1.94989, -0.27947, -0.59692], [-1.06567, -0.62460, 1.13733], [-0.74569, 1.02445, 0.91369]], "lowdin_charge": [1.055, -0.222, -0.625, -0.154, 0.777, 0.086, 0.084], "homo_ev": [-12.0, -15.1], "total_charge": 1, "s_squared": 0.768, "spin_multiplicity": 2, "e_lumo_ev": [-5.72, -6.08]}

---

No. 20
{"formula": "CH2FN2O2", "method": "ωB97M-V/def2-TZVPD", "elements": ["F", "O", "O", "N", "N", "C", "H", "H"], "xyz": [[-0.26586, -2.15089, 0.00479], [2.29249, 0.98936, 0.71921], [3.62640, -0.26453, -0.37208], [2.53059, -0.02913, 0.14362], [1.63245, -0.97825, -0.21702], [0.57914, -1.15534, 0.46208], [-1.08238, 0.89344, 0.71160], [0.27665, -1.10032, 1.45487]], "lowdin_charge": [-0.063, -0.003, -0.042, -0.505, 0.110, -0.310, -0.227, 0.040], "homo_ev": [-3.2, -1.9], "total_charge": -1, "e_lumo_ev": [4.10, 3.58]}